Entry from the Open Molecules 2025 dataset: a cluster of 17 separate species, C24H79NO18 in total (wB97M-V/def2-TZVPD).

Output
Frontier orbital gap, eV: 9.42
E_HOMO, eV: -9.0

Last column: Löwdin charge in e.
CARTESIAN COORDINATES (ANGSTROEM)
1 C -2.9735 3.9745 -2.3545  -0.09
2 C -1.9022 3.5274 -3.3613  -0.19
3 C -0.7338 2.8335 -2.6915  -0.20
4 O -0.4174 1.6687 -3.4478  -0.15
5 C 0.7649 1.0316 -3.0194  -0.16
6 C 0.5319 0.0257 -1.8753  -0.24
7 C 1.2745 -1.2777 -2.1713  -0.13
8 N 0.2908 -2.0708 -2.9300  0.06
9 C -0.9393 -1.4074 -2.9540  -0.46
10 O -1.7919 -1.5423 -3.7957  0.09
11 C -0.9073 -0.4546 -1.7956  -0.05
12 H -3.0074 3.3114 -1.5037  0.04
13 H -2.7817 4.9793 -2.0078  0.07
14 H -3.9464 3.9243 -2.8178  0.06
15 H -1.5752 4.3955 -3.9166  0.10
16 H -2.3707 2.8387 -4.0477  0.09
17 H -1.0246 2.5251 -1.6901  0.11
18 H 0.1526 3.4547 -2.6265  0.10
19 H 1.1349 0.5044 -3.8877  0.10
20 H 1.4954 1.7714 -2.7149  0.12
21 H 0.8073 0.5183 -0.9547  0.14
22 H 1.7669 -1.7786 -1.3494  0.09
23 H 2.0622 -1.0448 -2.8820  0.11
24 H 0.2765 -3.0674 -2.8157  0.14
25 H -0.9204 -1.1164 -0.9362  0.13
26 H -1.6773 0.2912 -1.7535  0.12
27 C -3.3585 0.5094 -5.7317  -0.15
28 O -4.2662 1.6138 -5.8454  -0.13
29 H -2.3521 0.8856 -5.8869  0.06
30 H -3.3992 0.0631 -4.7389  0.06
31 H -3.5867 -0.2468 -6.4879  0.08
32 H -5.1512 1.2780 -5.6952  0.06
33 C -5.7664 1.5551 0.0379  -0.14
34 O -5.1525 1.8056 -1.2224  -0.12
35 H -5.1374 2.0059 0.8022  0.06
36 H -6.7620 2.0047 0.0854  0.08
37 H -5.8398 0.4828 0.2351  0.08
38 H -5.7016 1.4081 -1.9015  0.08
39 C 2.8841 -4.1313 0.5083  -0.15
40 O 2.0307 -2.9929 0.5059  -0.14
41 H 3.9011 -3.8049 0.3072  0.08
42 H 2.8615 -4.6278 1.4815  0.07
43 H 2.5829 -4.8402 -0.2680  0.07
44 H 1.1430 -3.3150 0.6943  0.06
45 C 0.1887 -5.9559 2.9975  -0.14
46 O -0.0720 -4.6850 2.3925  -0.13
47 H 1.2496 -6.0105 3.2212  0.06
48 H -0.3749 -6.0649 3.9261  0.08
49 H -0.0738 -6.7726 2.3187  0.08
50 H -1.0114 -4.6457 2.1998  0.07
51 C 2.3127 -7.4883 5.7601  -0.14
52 O 2.2741 -8.0347 4.4451  -0.15
53 H 1.4489 -6.8355 5.8762  0.07
54 H 2.2742 -8.2762 6.5113  0.06
55 H 3.2227 -6.8994 5.9050  0.08
56 H 3.0495 -8.5990 4.3473  0.04
57 C 0.4518 -0.2582 -6.3748  -0.15
58 O 1.3079 -1.1364 -5.6452  -0.14
59 H 1.0709 0.3329 -7.0448  0.08
60 H -0.2756 -0.8248 -6.9624  0.08
61 H -0.0793 0.4086 -5.6891  0.05
62 H 0.7562 -1.6510 -5.0436  0.04
63 C 4.4365 -10.7679 8.1658  -0.15
64 O 3.7780 -9.5142 8.0451  -0.13
65 H 4.6728 -11.1123 7.1617  0.06
66 H 5.3651 -10.6788 8.7386  0.08
67 H 3.7935 -11.5120 8.6431  0.08
68 H 3.5587 -9.2137 8.9331  0.04
69 C 2.0335 5.9605 -2.0690  -0.14
70 O 2.0868 4.5362 -1.9634  -0.14
71 H 1.0009 6.2339 -2.2690  0.08
72 H 2.3512 6.4404 -1.1403  0.08
73 H 2.6541 6.3082 -2.8935  0.06
74 H 3.0010 4.2907 -1.8084  0.07
75 C -4.3037 4.4075 2.5714  -0.14
76 O -3.6893 4.6564 1.3082  -0.14
77 H -3.6794 4.8642 3.3338  0.08
78 H -5.2998 4.8541 2.6122  0.09
79 H -4.3738 3.3344 2.7668  0.07
80 H -4.2390 4.2623 0.6243  0.07
81 C -3.0557 8.4717 0.8472  -0.16
82 O -3.9689 7.3884 0.6831  -0.15
83 H -3.5830 9.3951 0.6271  0.07
84 H -2.6824 8.5178 1.8763  0.08
85 H -2.2157 8.3821 0.1592  0.07
86 H -3.5256 6.5555 0.9137  0.03
87 C 2.9935 -6.8260 11.2822  -0.14
88 O 3.4161 -8.1295 10.8825  -0.13
89 H 2.0451 -6.6297 10.7914  0.08
90 H 2.8498 -6.7749 12.3634  0.08
91 H 3.7146 -6.0655 10.9755  0.08
92 H 4.2538 -8.3137 11.3131  0.08
93 C 2.4137 -8.1426 0.3351  -0.15
94 O 2.7880 -8.4653 1.6656  -0.13
95 H 3.2381 -8.4237 -0.3157  0.08
96 H 1.5201 -8.6933 0.0249  0.08
97 H 2.2284 -7.0708 0.2229  0.05
98 H 2.0735 -8.2127 2.2601  0.03
99 C 5.1207 -10.9532 3.8473  -0.13
100 O 4.6553 -9.8403 4.6056  -0.13
101 H 4.4050 -11.1190 3.0477  0.08
102 H 6.1000 -10.7500 3.4082  0.08
103 H 5.1802 -11.8541 4.4644  0.07
104 H 5.2762 -9.6701 5.3172  0.08
105 C -1.1484 11.7755 -1.4520  -0.16
106 O -1.7906 10.5653 -1.0816  -0.14
107 H -0.2415 11.8620 -0.8582  0.07
108 H -0.8722 11.7737 -2.5116  0.07
109 H -1.7830 12.6442 -1.2497  0.08
110 H -2.6067 10.4810 -1.5918  0.03
111 C -3.7826 9.8023 -4.1468  -0.14
112 O -4.0044 9.6107 -2.7545  -0.13
113 H -2.7450 10.1020 -4.2634  0.08
114 H -3.9574 8.8778 -4.7051  0.08
115 H -4.4233 10.5917 -4.5476  0.08
116 H -4.9205 9.3548 -2.6274  0.09
117 C 2.5424 8.1831 -5.9334  -0.15
118 O 1.8928 7.8718 -4.7043  -0.13
119 H 3.5123 8.6064 -5.6878  0.08
120 H 2.6919 7.2880 -6.5422  0.08
121 H 1.9738 8.9188 -6.5102  0.07
122 H 1.0362 7.4922 -4.9107  0.07

Atomic forces in eV per Å
0.3341 -0.0385 -0.4116
-0.4469 0.1468 0.7339
-0.1003 -0.3591 -0.4072
0.1325 0.2139 -0.1991
-0.6155 -0.2075 -0.1722
-0.1184 0.5172 0.1650
0.6861 0.1225 -0.7883
0.1601 0.1531 0.0988
-0.3022 0.2196 -0.0189
-0.1437 -0.5432 0.1210
0.3973 -0.1154 -0.2117
-0.0033 -0.2337 0.2971
-0.0642 0.3375 0.2271
-0.3824 0.2318 -0.1010
0.1730 0.1259 -0.3671
0.0462 -0.3035 -0.3276
0.0114 0.0002 0.4059
0.1457 0.1995 0.1273
0.2269 -0.1353 -0.2231
0.3378 0.2158 0.0495
0.2949 -0.2502 0.4487
-0.5131 -0.2165 0.4364
0.3958 0.0291 -0.0426
0.0265 -0.2362 -0.2980
-0.4171 0.0072 0.5086
-0.3063 0.2246 -0.1519
-0.3553 0.0986 0.0473
0.2461 0.0265 -0.0073
-0.0057 0.0863 -0.0392
0.0551 -0.0748 -0.0150
0.1296 -0.0567 0.0340
-0.0872 -0.0168 -0.0017
-0.0171 -0.0301 -0.3159
-0.0241 0.0113 0.2893
0.0385 -0.0052 0.0133
-0.0054 -0.0254 0.1057
-0.0308 0.0132 0.0938
0.0195 -0.0103 -0.1192
-0.2415 -0.0025 0.0967
0.1082 -0.0948 -0.0952
-0.0118 0.1136 -0.0217
0.0558 -0.0823 -0.0357
0.1019 -0.0608 0.0152
-0.0176 0.0060 0.2598
-0.0920 0.1697 -0.1288
0.1157 -0.1030 -0.0833
0.0257 0.0210 0.0073
0.0421 -0.0695 0.0242
0.0245 -0.0407 0.0448
-0.0753 0.0627 -0.0009
0.0333 -0.1278 -0.2225
-0.2186 0.1891 0.0532
-0.0112 0.0207 -0.0331
0.0243 0.0259 0.0738
-0.0270 0.0372 0.0893
0.1933 -0.2002 -0.0337
-0.0178 -0.2706 0.3258
0.0253 0.1135 -0.2771
0.0544 0.0000 -0.0071
-0.0256 0.0839 -0.0484
-0.0518 0.0775 -0.1529
0.0058 -0.0239 0.1324
-0.1423 0.1953 0.0949
0.1721 -0.2391 -0.0388
-0.0113 -0.0218 -0.0424
0.0175 -0.0559 -0.0249
0.0386 -0.0531 -0.0132
-0.0708 0.2436 0.1347
0.1876 -0.2020 -0.0162
-0.0507 0.0953 0.0748
-0.0383 -0.0154 0.0075
-0.0455 0.0293 0.0089
-0.0566 0.1328 -0.0046
0.0716 -0.0613 0.0106
-0.0561 0.0205 -0.2762
0.0726 -0.1703 0.2226
0.0346 0.0191 0.0043
0.0019 -0.0067 0.0850
-0.0029 0.0116 0.0703
0.0432 0.0511 -0.1489
-0.0881 -0.4912 0.0318
0.1063 0.0984 0.1106
-0.0338 0.0165 -0.0234
0.0283 0.0777 -0.0366
0.0631 0.1167 0.0126
-0.2312 0.1645 -0.1004
0.1058 -0.1016 -0.0262
-0.0501 -0.0159 -0.0861
-0.0267 -0.0179 -0.0251
-0.0261 0.0270 -0.0049
-0.0305 0.0287 0.0002
0.0612 -0.0331 0.0406
-0.0796 -0.0419 0.2647
0.0017 -0.0513 -0.2707
0.0285 -0.0067 -0.0122
0.0098 0.0155 -0.0656
-0.0112 -0.0042 -0.0615
0.1029 0.0483 0.2039
0.0125 0.1067 0.0926
-0.0723 -0.0423 -0.0852
-0.0333 0.0324 -0.0218
-0.0074 -0.0291 -0.0297
-0.0021 -0.0122 -0.0338
-0.0096 0.0812 0.0939
-0.2206 -0.2030 -0.0155
0.1645 0.2991 -0.0460
0.0255 -0.0003 0.0113
0.0410 0.0688 0.0067
0.0566 0.0413 -0.0203
-0.0511 -0.2106 0.0079
-0.1250 -0.0646 0.0469
0.0705 0.1430 -0.0952
0.0617 -0.0248 -0.0350
0.0683 0.0660 -0.0058
0.0205 0.0071 -0.0396
-0.0319 -0.0639 0.1607
-0.2026 -0.0500 0.0848
0.1710 0.1203 -0.1594
0.0267 0.0125 0.0274
0.0376 0.0183 -0.0332
0.0599 -0.0098 -0.0115
-0.0939 -0.0558 0.0334